Entry from OMol25: H2N2O4 in the gas phase in a non-equilibrium geometry (the ωB97M-V functional and the def2-TZVPD basis).

For the energy, the calculation gives -11194.1449 eV. Its energy above the lowest of the compared OMol25 structures with the same formula, charge and spin is 68.6 kcal/mol. The SMILES is O=[N+]([O-])O[NH2+][O-]. The value obtained for the HOMO-LUMO gap is 10.70 eV. The value obtained for the lowest unoccupied orbital energy is 0.10 eV.

```
! RIJCOSX wB97M-V def2-TZVPD def2/J DEFGRID3
* xyz 0 1
O -3.10424 -0.26467 3.10316
N -2.14481 -0.58388 2.44819
O -2.04396 -1.44047 1.65210
O -0.96630 0.28029 2.62480
N -0.19693 0.04357 1.20409
O 0.07605 -1.10851 0.77677
H 0.55744 0.80835 1.39383
H -0.97992 0.46891 0.70664
*
```